Below is a cluster of 2 separate species, C2H3BrClNO in total, with properties calculated with ωB97M-V with the def2-TZVPD basis set.

Cartesian coordinates (Å):
C 1.9290 -0.6490 0.7670
C -1.6407 0.9736 -0.6136
N -0.4878 0.5567 -0.7282
O 2.5517 0.2126 0.2705
Cl 1.4326 -2.0419 -0.2034
Br -3.1552 -0.1102 0.1315
H -1.9081 2.0929 -0.8339
H 1.4099 -0.6329 1.8019
H -0.1314 -0.4018 -0.5917

Summary:
HOMO energy (alpha / beta) (eV): -7.03 / -10.05
2S+1: 3
Energy relative to the best compared isomer or geometry (same formula, charge and spin) (eV): 0.682
Lowest unoccupied orbital energy (alpha / beta) (eV): 0.793 / -4.020
Gap between HOMO and LUMO (alpha / beta) (Eh): 0.2873 / 0.2217

Below is an isolated molecule of C2H3BrFI, with properties calculated with ωB97M-V with the def2-TZVPD basis set.

Cartesian coordinates (Å):
C -0.4475 -2.2419 0.2353
C 0.1241 1.7215 -0.2379
F 0.7950 1.3506 -1.3935
Br 1.0549 1.9756 1.3747
I -1.1658 -0.4093 -0.0704
H -0.0495 -2.6894 -0.6850
H 0.1374 -2.2413 1.2340
H -0.4485 2.5342 -0.4574

Summary:
HOMO energy (alpha / beta) (eV): -8.40 / -8.09
Energy relative to the best compared isomer or geometry (same formula, charge and spin) (eV): 4.305
Lowest unoccupied orbital energy (alpha / beta) (eV): -0.601 / -0.598
Gap between HOMO and LUMO (alpha / beta) (Eh): 0.2865 / 0.2752

Below is a structure of composition C2H3BrFI, with properties calculated with ωB97M-V with the def2-TZVPD basis set.

Cartesian coordinates (Å):
C 0.4827 -1.1256 -0.7170
C -0.7884 0.8398 0.6466
F -1.6122 1.3944 -0.2488
Br 0.6349 1.9227 1.1628
I 2.4086 -0.4632 -0.5142
H 0.1865 -1.9594 -0.1152
H 0.0076 -0.9453 -1.6608
H -1.3198 0.3366 1.4466

Summary:
HOMO energy (alpha / beta) (eV): -8.32 / -8.65
Energy relative to the best compared isomer or geometry (same formula, charge and spin) (eV): 3.417
Lowest unoccupied orbital energy (alpha / beta) (eV): -0.081 / -0.219
Gap between HOMO and LUMO (alpha / beta) (Eh): 0.3027 / 0.3098

Below is an isolated molecule of C2H3BrFNO2, with properties calculated with ωB97M-V with the def2-TZVPD basis set.

Cartesian coordinates (Å):
C -0.1126 -0.0014 0.1000
C -1.5420 -0.3657 0.3779
N -1.9172 -1.6512 -0.3002
O -1.6396 -1.7679 -1.4705
O -2.4154 -2.4971 0.3843
F -1.7627 -0.5373 1.6983
Br -2.8679 0.9378 -0.1326
H 0.0541 1.0143 0.5895
H 0.5654 -0.8614 0.4584
H 0.2122 -0.1509 -0.9897

Summary:
HOMO energy (eV): -11.28
Energy relative to the best compared isomer or geometry (same formula, charge and spin) (eV): 0.056
Lowest unoccupied orbital energy (eV): -0.421
Gap between HOMO and LUMO (Eh): 0.3991

Below is an isolated molecule of C2H3BrN2, with properties calculated with ωB97M-V with the def2-TZVPD basis set.

Cartesian coordinates (Å):
C 0.1317 -0.2116 -0.3031
C -0.8784 -0.6401 0.4765
N 1.0467 0.8629 0.0046
N 1.3832 1.3883 1.0135
Br -2.2281 -1.8408 -0.2089
H 0.2222 -0.5251 -1.4142
H 1.3080 1.1501 -1.0642
H -0.9853 -0.1836 1.4959

Summary:
HOMO energy (eV): -8.57
Energy relative to the best compared isomer or geometry (same formula, charge and spin) (eV): 1.565
Lowest unoccupied orbital energy (eV): -0.026
Gap between HOMO and LUMO (Eh): 0.3139

Below is a cluster of 2 separate species, C2H3BrN4 in total, with properties calculated with ωB97M-V with the def2-TZVPD basis set.

Cartesian coordinates (Å):
C 1.6279 -2.2266 2.2849
C 0.3232 -2.4339 0.3594
N 2.4270 -2.1293 3.0878
N -1.5553 0.4679 1.3059
N -0.3735 -2.2640 -0.6169
N 0.6900 -2.6530 1.5214
Br -2.2285 0.6069 -0.4003
H -0.5727 -0.0267 1.3514
H -0.2156 -2.2673 -1.6946
H -1.4938 1.4317 1.7453

Summary:
HOMO energy (eV): -9.41
Energy relative to the best compared isomer or geometry (same formula, charge and spin) (eV): 1.522
Lowest unoccupied orbital energy (eV): -0.005
Gap between HOMO and LUMO (Eh): 0.3456

Below is a cluster of 2 separate species, C2H3BrO in total, with properties calculated with ωB97M-V with the def2-TZVPD basis set.

Cartesian coordinates (Å):
C -0.5022 0.2700 0.7535
C 0.2526 0.1618 -0.4707
O -0.1885 1.1221 1.5837
Br -0.7600 -0.7645 -1.7936
H -1.4013 -0.4935 0.8144
H 1.0741 0.7442 -0.9133
H 1.5253 -1.0401 0.0260

Summary:
HOMO energy (eV): -9.95
Energy relative to the best compared isomer or geometry (same formula, charge and spin) (eV): 3.576
Lowest unoccupied orbital energy (eV): -1.152
Gap between HOMO and LUMO (Eh): 0.3235

Below is a cluster of 2 separate species, C2H3BrO2P in total, with properties calculated with ωB97M-V with the def2-TZVPD basis set.

Cartesian coordinates (Å):
C -0.7274 -0.5217 1.1796
C -0.7481 0.3231 0.1474
O 1.9810 0.7535 0.5283
O 1.0435 1.8409 -1.5441
P 0.8788 0.9447 -0.4016
Br 0.4186 -1.9570 -2.4438
H -1.4859 -1.3643 1.2433
H 0.2589 -0.4732 1.7471
H -1.6194 0.4539 -0.4561

Summary:
HOMO energy (alpha / beta) (eV): -1.39 / -5.27
Total charge: -1
2S+1: 3
Energy relative to the best compared isomer or geometry (same formula, charge and spin) (eV): 0.000
Lowest unoccupied orbital energy (alpha / beta) (eV): 3.420 / -0.179
Gap between HOMO and LUMO (alpha / beta) (Eh): 0.1768 / 0.1871